# 1
7 unconnected molecules or ions with the total composition C5H23NO8 in a non-equilibrium geometry, computed with the ωB97M-V functional and the def2-TZVPD basis.

LUMO energy: 0.26 eV
structure (SMILES): CCN[C@H](C=O)CO.O.O.O.O.O.O

Last column: Löwdin charge in e.
Geometry (Å):
C: 1.39514 -1.75827 0.97946  -0.240
N: 1.63438 -0.32229 0.65714  -0.013
C: 0.53278 0.62760 0.97179  -0.274
C: 1.18222 1.96680 1.49527  -0.210
O: 0.25772 2.84075 2.10595  -0.072
C: -0.39763 1.14193 -0.13449  -0.169
O: -0.46866 0.51489 -1.17881  -0.012
C: 2.73089 -2.29490 1.55452  -0.076
H: 0.54550 -1.81780 1.63928  0.099
H: 1.12145 -2.23009 0.04303  0.069
H: 1.77966 -0.15096 -0.33204  0.086
H: -0.14522 0.15053 1.70566  0.146
H: 1.57069 2.38550 0.59054  0.105
H: 1.95551 1.58612 2.16753  0.118
H: -0.44632 2.31135 2.52426  0.052
H: -1.00826 2.00566 0.08632  0.107
H: 3.43950 -1.46631 1.60618  0.065
H: 2.49842 -2.40473 2.62840  0.064
H: 3.05271 -3.27578 1.24027  0.059
H: -4.16087 1.78008 -0.67063  0.061
H: -3.13298 0.78545 -1.17193  0.037
O: -3.20209 1.69252 -0.83575  -0.059
H: 0.85137 2.30377 -2.74607  0.052
H: 2.04031 1.77185 -2.05409  0.037
O: 1.38808 1.50515 -2.70778  -0.036
H: 0.71421 -0.74665 -1.70995  -0.001
H: 1.02596 -1.60789 -2.99771  0.060
O: 0.49085 -1.55656 -2.20718  -0.067
H: -1.13990 -1.42566 -0.38506  -0.018
H: -0.59662 -2.75640 -0.85058  0.018
O: -1.19487 -2.35681 -0.22082  -0.051
H: -1.70545 -1.08699 -2.58953  -0.007
H: -2.66832 -1.78775 -3.53014  0.037
O: -2.55637 -1.53373 -2.61209  -0.054
H: -2.62702 2.11459 1.60264  0.048
H: -2.58856 1.53759 3.09813  0.066
O: -2.16821 1.55745 2.23831  -0.029

Atomic forces in eV per Å
C 1.53 0.76 -1.43
N -1.88 1.57 -0.21
C 0.05 0.80 0.66
C -1.02 -2.19 0.96
O 0.25 0.01 -0.07
C 0.82 -2.89 -0.17
O -0.78 1.26 0.69
C -1.64 0.57 2.11
H -0.05 -0.22 0.31
H 0.08 -0.45 0.24
H 0.56 -0.62 -0.02
H 0.37 0.46 0.02
H 0.71 0.91 -0.24
H 0.27 0.68 -0.03
H 0.25 0.23 -0.34
H -0.09 0.50 -0.15
H 0.37 -0.51 -0.77
H 0.29 -0.33 -0.08
H 0.34 0.07 -0.54
H 0.64 0.06 -0.16
H 0.23 0.10 -0.06
O -0.99 -0.16 0.23
H -0.36 -0.15 -0.27
H 0.40 -0.18 0.02
O 0.45 0.46 -0.01
H -0.34 -0.24 -0.78
H 0.28 0.22 -0.11
O 0.25 -0.52 -0.05
H 0.04 0.62 -0.35
H 0.02 0.11 -0.39
O -0.66 -0.93 1.00
H 0.41 -0.08 0.05
H -0.07 0.00 -0.12
O -0.41 0.24 -0.09
H -0.40 0.02 0.24
H -0.54 0.27 -0.11
O 0.61 -0.46 0.04


# 2
A molecular structure, C5H24AgBN10O5 in a non-equilibrium geometry, computed with the ωB97M-V functional and the def2-TZVPD basis.

net charge: +1
LUMO energy (spin up / spin down): -1.85 / -5.05 eV
⟨S²⟩: 0.75
multiplicity: 2

Last column: Löwdin spin population.
Geometry (Å):
Ag: -0.08484 -0.10690 -0.00680  0.640
B: -2.09335 0.66075 -1.33163  0.101
H: -2.40089 1.30404 -2.26394  0.032
H: -3.02979 0.13173 -0.85731  0.013
H: -1.28380 -0.11953 -1.65115  0.047
H: -1.61545 1.32484 -0.50090  0.025
C: -2.69025 -1.56485 1.85106  0.002
O: -1.69220 -1.21397 1.20411  0.015
N: -3.85271 -0.87811 1.77005  0.000
N: -2.60186 -2.52974 2.79410  0.000
H: -4.10326 -0.32228 0.97142  0.000
H: -4.50931 -0.95863 2.52609  0.000
H: -1.70142 -2.88151 3.05388  0.000
H: -3.42622 -2.80090 3.29783  0.000
C: 1.05185 -1.89235 -2.68909  0.003
O: 0.72850 -1.45940 -1.57815  0.035
N: 1.74343 -3.04877 -2.82578  0.001
N: 0.79906 -1.18704 -3.81995  -0.001
H: 2.03780 -3.46059 -1.96135  0.000
H: 2.09964 -3.32069 -3.72166  0.000
H: 0.30888 -0.31185 -3.81297  0.000
H: 0.88761 -1.61946 -4.72308  0.000
C: -0.74425 2.11534 2.55010  0.002
O: -0.04330 1.58611 1.68097  0.021
N: -0.24662 3.08372 3.35492  0.001
N: -2.08846 1.90268 2.62132  0.000
H: -0.61351 3.26929 4.27072  0.000
H: 0.72035 3.30590 3.18928  0.000
H: -2.52000 2.27248 3.45076  0.000
H: -2.59904 1.25558 2.05318  0.000
C: 2.71060 -1.49538 1.34933  0.005
O: 1.61605 -0.96988 1.14661  0.027
N: 2.83898 -2.84883 1.48917  0.001
N: 3.77794 -0.70994 1.63728  0.001
H: 1.96259 -3.28304 1.23236  0.000
H: 3.72837 -3.28283 1.31961  0.000
H: 4.69221 -1.08961 1.79295  0.000
H: 3.51113 0.18999 1.99952  0.000
C: 1.10241 2.23181 -2.23756  0.002
O: 1.18584 1.42857 -1.30531  0.025
N: 2.21745 2.66478 -2.91448  0.001
N: -0.04314 2.83995 -2.61746  -0.001
H: 2.17450 3.47483 -3.49789  0.000
H: 3.09855 2.25920 -2.65822  0.000
H: -0.94466 2.46481 -2.35023  0.001
H: -0.06543 3.58969 -3.28171  0.000

Atomic forces in eV per Å
Ag -0.40 0.64 -0.39
B -0.72 0.00 0.76
H 0.29 0.58 -0.81
H -0.52 -0.60 0.30
H 0.69 -1.50 -0.95
H 0.15 1.47 1.10
C 1.67 1.27 -0.13
O -0.45 -0.87 0.23
N -0.71 -0.23 0.54
N -0.71 0.06 -0.10
H 0.34 -0.05 -0.24
H -0.24 -0.08 -0.23
H 0.06 -0.03 -0.04
H 0.15 -0.25 0.12
C -0.20 1.22 0.20
O 0.48 -1.04 -0.30
N -0.47 0.33 0.02
N 0.14 -0.42 -0.61
H 0.15 -0.31 -0.17
H 0.23 -0.25 0.13
H -0.18 -0.03 0.50
H 0.08 -0.01 0.02
C -0.67 -0.49 -1.78
O 0.17 0.11 0.37
N 0.43 0.13 0.35
N 0.45 0.56 1.28
H -0.11 0.08 -0.04
H 0.01 -0.11 0.18
H -0.49 -0.05 -0.25
H 0.35 -0.34 -0.17
C -0.11 0.53 0.87
O -0.23 -0.26 0.16
N -0.56 0.67 -0.56
N -0.12 -0.20 -0.38
H 0.47 -0.53 -0.14
H -0.09 -0.31 0.06
H 0.03 0.08 0.31
H 0.38 0.16 -0.27
C 0.35 0.96 0.31
O 0.23 -0.22 -0.56
N -0.35 -0.63 0.36
N -0.56 -0.14 -0.06
H 0.17 0.05 -0.18
H 0.05 0.20 0.06
H 0.19 -0.10 0.35
H 0.22 -0.06 -0.19


# 3
A molecular structure, C5H24BMgN10O5 in a non-equilibrium geometry, computed with the ωB97M-V functional and the def2-TZVPD basis.

net charge: +1
LUMO energy: -4.53 eV

Last column: Löwdin charge in e.
Geometry (Å):
Mg: 0.68098 -0.45455 -0.11058  1.328
B: 3.28629 -1.80507 -0.61119  -0.361
H: 4.04607 -2.56835 -0.54499  -0.041
H: 2.31912 -2.28212 -0.57595  -0.099
H: 3.28424 -1.13079 0.23118  -0.087
H: 3.38633 -1.25811 -1.53589  -0.069
C: -2.69584 2.36983 0.25698  -0.755
O: -1.82261 1.56770 0.14939  0.047
N: -2.95752 3.19206 1.28269  0.152
N: -3.58833 2.60147 -0.69674  0.162
H: -2.87422 2.70089 2.16128  0.122
H: -3.53746 3.97955 1.03047  0.108
H: -4.34683 3.15370 -0.32283  0.107
H: -3.61122 1.93814 -1.45804  0.122
C: -0.43105 -1.06120 -4.28226  -0.727
O: -0.13588 -1.02475 -3.11102  0.010
N: -1.60955 -0.71772 -4.74747  0.167
N: 0.55876 -1.10809 -5.22401  0.168
H: -1.77077 -0.75393 -5.74386  0.112
H: -2.41331 -0.66932 -4.13777  0.122
H: 1.52195 -1.32126 -5.00735  0.126
H: 0.01982 -1.31931 -6.05167  0.094
C: -2.09694 -3.55343 1.56570  -0.720
O: -1.42564 -2.77087 0.81702  -0.057
N: -2.20868 -3.49208 2.82790  0.189
N: -2.47084 -4.70236 1.01723  0.165
H: -2.69272 -4.17431 3.39391  0.129
H: -2.03277 -2.61145 3.29012  0.129
H: -2.41551 -4.84966 0.01956  0.126
H: -2.83047 -5.40073 1.65209  0.111
C: 2.41747 3.61476 -1.64249  -0.757
O: 2.02585 2.49446 -1.22980  -0.029
N: 3.67693 3.94088 -1.61761  0.177
N: 1.62162 4.47847 -2.14469  0.173
H: 3.97688 4.90518 -1.60159  0.118
H: 4.31658 3.28752 -1.18858  0.127
H: 0.75185 4.23374 -2.59604  0.126
H: 1.82489 5.45470 -2.30516  0.121
C: 1.19610 -0.55058 4.35881  -0.815
O: 1.16212 -0.35837 3.16653  0.018
N: 1.30453 0.41861 5.17313  0.180
N: 1.22516 -1.72430 4.94008  0.177
H: 1.41491 0.27077 6.16613  0.123
H: 1.24704 1.36322 4.82028  0.133
H: 1.45498 -1.84100 5.91664  0.120
H: 1.24776 -2.46181 4.25040  0.124

Atomic forces in eV per Å
Mg 1.57 -1.21 -0.47
B -0.48 1.59 -0.43
H 2.47 -2.93 0.70
H -5.03 -2.62 -0.13
H 0.51 3.14 3.76
H 0.30 2.17 -3.51
C -1.09 0.98 -0.81
O 2.66 -2.54 0.42
N 1.06 0.19 1.66
N -0.90 0.17 -1.53
H -0.17 1.11 0.38
H 0.00 -0.19 1.27
H -0.57 -0.69 -1.38
H -0.48 0.52 -0.05
C 3.62 1.69 0.95
O -0.16 -0.51 2.91
N -2.83 0.00 -1.33
N -2.07 -0.34 -0.74
H -0.33 0.11 0.31
H 0.35 -0.14 -0.12
H -0.44 -0.33 -0.17
H 1.99 -0.30 -1.05
C 3.62 0.35 -6.18
O -1.22 0.55 1.37
N -0.74 1.57 5.55
N -1.35 -1.64 -0.14
H 0.00 0.11 -0.35
H 0.19 -0.17 -0.14
H 0.10 0.03 0.43
H -0.14 -0.23 -0.76
C -0.47 -4.84 1.96
O 0.07 0.41 -0.52
N 3.82 0.81 0.72
N -4.13 4.09 -2.40
H -0.07 -0.19 -0.29
H -0.24 0.08 0.08
H 0.13 -0.50 0.66
H 0.60 -0.34 0.02
C 0.60 -0.74 -1.36
O -0.78 -0.21 -3.11
N 0.19 4.86 3.73
N -0.39 -3.15 -0.03
H -0.10 0.31 -0.28
H 0.14 -0.26 0.18
H -0.05 -0.33 -0.49
H 0.21 -0.45 0.71


# 4
8 unconnected molecules or ions with the total composition C5H24N2O8 in a non-equilibrium geometry, computed with the ωB97M-V functional and the def2-TZVPD basis.

LUMO energy: 0.05 eV
structure (SMILES): C=NCC[C@@H](N)C=O.O.O.O.O.O.O.O

Last column: Löwdin charge in e.
Geometry (Å):
O: 2.26234 -1.63700 -2.18983  -0.054
C: 2.04969 -0.89871 -1.18720  -0.166
C: 0.98238 -1.37530 -0.12044  -0.265
C: -0.17368 -0.15612 -0.20466  -0.120
C: -0.36638 0.27331 1.25229  -0.235
C: -2.74553 0.05056 1.25349  0.022
N: -1.69115 0.87708 1.32972  -0.031
N: 0.61409 -2.75024 -0.53318  0.048
H: 2.79011 -0.05584 -1.06369  0.125
H: 1.35137 -1.28557 0.91901  0.106
H: -1.05290 -0.43842 -0.79044  0.087
H: 0.17921 0.70691 -0.82109  0.083
H: 0.35789 1.06035 1.49695  0.085
H: -0.08452 -0.66908 1.85973  0.109
H: -2.55330 -0.96002 1.46119  0.035
H: -3.74006 0.34927 1.09740  0.063
H: 0.89429 -2.92817 -1.53649  0.093
H: 1.14127 -3.32084 -0.03363  -0.004
H: 0.60139 3.30699 2.65382  0.075
H: 1.08301 3.45671 1.12419  0.008
O: 1.38077 3.37197 2.03198  -0.092
H: -2.29399 2.23468 -2.75589  0.033
H: -1.13454 1.39062 -2.37402  -0.010
O: -1.87220 1.89096 -1.97815  -0.056
H: 0.80519 0.93960 -3.91940  0.069
H: 0.04699 -0.32892 -3.23757  0.139
O: 0.44717 0.62839 -3.07335  -0.095
H: 2.80695 1.60969 1.61202  0.032
H: 3.73982 0.40320 1.78564  0.000
O: 3.09125 0.75269 1.24934  -0.018
H: 0.25360 -2.36011 2.55350  -0.103
H: -0.56936 -3.29493 1.64264  0.071
O: 0.20142 -3.14323 2.23500  0.014
H: -1.00879 3.38148 -0.47575  0.028
H: -1.59366 2.64975 0.71233  -0.021
O: -0.92561 3.28698 0.48547  -0.080
H: -3.51921 -1.93567 -1.06877  0.092
H: -2.35303 -2.73661 -0.57808  0.032
O: -2.97104 -2.07892 -0.23549  -0.097

Atomic forces in eV per Å
O -0.77 2.32 2.37
C 1.75 -2.73 -1.59
C -0.02 1.96 -2.79
C 2.28 -0.89 -0.61
C -0.28 -0.68 0.05
C 5.24 2.73 1.60
N -4.18 -2.38 -0.45
N -3.15 3.62 -3.10
H -1.34 -0.29 0.29
H 0.23 -0.45 -0.98
H -0.14 -0.57 0.83
H 0.31 -0.67 0.81
H -0.08 -0.40 0.03
H -1.32 1.66 -0.24
H -0.10 -1.25 0.08
H -1.04 0.89 -0.11
H -0.34 0.77 1.46
H 2.72 -3.39 3.02
H 1.10 0.20 -1.72
H -0.99 0.01 0.16
O 0.11 -0.36 1.67
H -0.59 0.45 -0.47
H 0.13 0.17 0.31
O 0.39 -0.38 0.04
H -0.15 -0.38 0.20
H 1.60 2.98 0.26
O -1.46 -2.62 -0.75
H 0.09 -0.24 0.08
H 2.17 -0.94 1.92
O -2.38 1.34 -1.87
H -0.06 8.09 3.12
H 0.95 0.78 0.75
O -0.87 -9.13 -3.50
H -0.09 -0.12 0.28
H -0.49 -1.10 0.41
O 0.83 1.54 -0.99
H 0.75 -0.04 1.71
H 0.44 -0.08 0.31
O -1.23 -0.42 -2.59


# 5
6 unconnected molecules or ions with the total composition C5H25N2O5 in a non-equilibrium geometry, computed with the ωB97M-V functional and the def2-TZVPD basis.

net charge: +1
LUMO energy: -2.55 eV

Last column: Löwdin charge in e.
Geometry (Å):
C: 2.09274 0.54631 0.52271  -0.100
C: 1.41631 0.77199 -0.86460  -0.202
C: -0.07949 0.66020 -1.10443  -0.224
C: -0.42055 1.70961 -2.25073  -0.205
C: -1.64564 2.63645 -1.93879  -0.205
N: -2.66393 1.76706 -1.27596  -0.038
N: 0.99444 0.43993 1.62114  0.129
H: 2.77797 1.35505 0.77465  0.118
H: 2.62700 -0.44466 0.39526  0.130
H: 1.92673 0.33090 -1.70320  0.102
H: 1.70371 1.93523 -1.13787  0.147
H: -0.47277 -0.41043 -1.43009  0.150
H: -0.83968 0.76222 -0.32930  0.044
H: -0.38471 1.19129 -3.30136  0.135
H: 0.54511 2.29696 -2.44146  0.097
H: -1.16606 3.47398 -1.31164  0.144
H: -2.09233 3.02578 -2.80991  0.084
H: -3.04933 1.03047 -1.87285  0.102
H: -3.54605 2.11232 -0.96873  0.070
H: 0.83435 1.22971 2.31739  0.128
H: 1.21053 -0.53707 2.16608  0.199
H: 0.07601 0.18554 1.31913  0.056
H: 3.39942 -3.75273 -1.44640  0.057
H: 2.29211 -3.16524 -2.35686  0.087
O: 2.49667 -3.92058 -1.73878  -0.061
H: 0.96762 -4.27064 -0.65886  -0.034
H: 1.63787 -4.82699 0.57068  0.160
O: 0.78353 -4.27279 0.24325  -0.084
H: -0.81892 3.11150 3.41725  0.099
H: -1.32134 1.92456 2.64115  0.007
O: -0.48341 2.37979 2.82631  -0.087
H: -0.74232 -2.70062 1.53145  0.106
H: 0.52758 -2.67068 0.87431  0.012
O: 0.03019 -2.03865 1.46620  -0.123
H: -3.33082 0.61857 1.70882  0.043
H: -2.54188 1.12778 0.60193  0.038
O: -2.41619 0.81109 1.55916  -0.079

Atomic forces in eV per Å
C -1.43 -1.56 -0.94
C 0.90 4.29 0.09
C -1.77 -1.35 -1.88
C 1.55 -0.71 -2.00
C 1.32 -1.15 1.26
N 0.00 -0.95 0.55
N 2.59 -2.69 2.50
H -0.17 -0.30 0.11
H -0.54 1.14 1.07
H 0.46 -0.85 0.10
H -0.84 -2.63 0.98
H 1.41 1.82 0.22
H 0.87 0.77 0.55
H -1.07 0.59 1.85
H -1.68 -0.13 0.63
H -1.57 -1.24 -0.42
H -0.02 0.84 -1.17
H 1.08 0.10 -0.40
H -0.32 1.74 0.27
H 0.51 -0.59 -0.96
H -0.68 3.01 -1.16
H -0.84 -0.06 -1.06
H 0.01 -0.07 -0.06
H 0.39 -1.26 0.85
O -0.13 1.41 -1.28
H 0.49 0.14 -2.75
H -3.18 1.97 -0.85
O 2.52 -2.29 3.85
H 1.05 -0.98 -0.82
H -0.05 -0.40 -0.47
O -0.97 1.39 1.25
H 1.23 1.89 0.46
H 0.25 0.59 0.45
O -1.49 -2.49 -0.74
H -0.89 -0.53 0.97
H 0.94 -0.17 0.90
O 0.08 0.73 -1.95


# 6
6 unconnected molecules or ions with the total composition C5H25N2O5S in a non-equilibrium geometry, computed with the ωB97M-V functional and the def2-TZVPD basis.

LUMO energy (spin up / spin down): 0.24 / 0.13 eV
⟨S²⟩: 0.75
multiplicity: 2

Last column: Löwdin spin population.
Geometry (Å):
C: 0.89333 -0.47344 1.59267  0.023
N: -0.24943 -0.59293 0.57119  0.013
C: 0.08799 -1.59951 -0.40873  0.055
C: -1.15124 -2.07369 -1.10973  0.025
S: -0.96849 -3.91500 -1.22233  0.022
C: 1.68410 0.93634 1.64754  0.055
N: 1.22265 1.67364 0.36232  0.084
C: 1.26756 1.78773 2.85578  0.019
H: 1.54606 -1.36926 1.40510  0.003
H: 0.37860 -0.81861 2.51123  0.001
H: -1.18858 -0.53592 1.02565  0.005
H: 0.57290 -2.38760 0.11682  0.002
H: 0.87105 -1.04512 -0.99974  0.055
H: -1.38263 -1.72948 -2.05851  0.012
H: -2.08715 -1.92797 -0.56526  0.002
H: 0.33498 -4.10128 -1.11713  0.002
H: 2.72790 0.75196 1.77116  0.022
H: 1.72838 1.09655 -0.34414  0.132
H: 0.22088 1.61516 0.15329  0.014
H: 1.58498 2.62911 0.34823  0.050
H: 0.23276 2.21121 2.79445  0.005
H: 1.25716 1.14455 3.78919  0.002
H: 1.99784 2.60083 3.13770  0.005
H: -0.17621 4.25745 2.05273  0.006
H: 0.05658 4.14003 0.67327  0.005
O: 0.43646 3.81433 1.50245  0.024
H: -3.97749 0.59031 -0.49287  0.010
H: -3.27148 -0.05742 -1.68485  0.011
O: -3.12774 0.15598 -0.82490  0.034
H: -1.55474 0.72303 -1.52502  0.009
H: -0.38285 0.77346 -2.65732  0.053
O: -0.96171 1.14877 -2.06763  0.095
H: -1.79729 3.98127 -1.29136  0.008
H: -0.99917 2.71056 -1.58716  0.007
O: -1.03035 3.52873 -1.13242  0.032
H: 3.16135 -2.34452 -0.77003  0.017
H: 4.01712 -2.21203 0.50256  0.008
O: 3.19858 -2.03355 0.06871  0.069

Atomic forces in eV per Å
C -1.28 -1.15 -0.45
N 0.65 1.96 2.32
C -0.28 2.30 0.19
C 0.36 -2.38 1.24
S -1.37 -0.36 -0.37
C -3.97 -0.38 0.97
N 2.69 -1.52 0.61
C -0.26 -0.35 2.23
H -0.05 1.45 -0.08
H 0.65 1.16 0.28
H 1.34 -0.79 -0.82
H 0.35 -0.96 0.07
H -0.63 -1.04 -0.45
H 0.26 0.93 -2.06
H 0.48 -0.05 0.46
H 0.50 0.40 -0.03
H 0.77 0.07 -1.08
H -0.24 0.45 -0.87
H -0.07 -0.18 0.35
H -0.10 -0.10 -0.14
H 1.20 -0.65 -0.03
H 0.15 0.29 -1.06
H -0.82 -0.67 -0.79
H -0.79 0.66 1.81
H 0.25 -0.36 -0.85
O 0.01 0.90 -1.52
H 1.79 -0.82 -0.75
H -1.01 -1.05 -4.17
O -1.25 1.85 4.95
H -1.65 -2.41 1.70
H 1.90 -2.27 -1.81
O 0.14 4.46 -0.04
H -2.99 1.52 -0.84
H -0.15 -1.74 -1.25
O 3.22 0.85 2.37
H 0.35 -1.55 -4.01
H 0.94 -0.39 -0.09
O -1.10 1.92 4.04